The following is a quantum chemistry calculation of a 7-piece molecular cluster, C21H57BF4N9O9 overall in a non-equilibrium geometry, from OMol25.

Last column: Löwdin charge in e.
Atoms and positions in Å:
B: -0.45 1.47 1.57  -1.49
F: 0.64 1.78 0.87  0.19
F: -1.43 2.38 1.46  0.17
F: -1.01 0.30 1.12  0.15
F: -0.18 1.36 2.90  0.16
C: -1.01 -0.67 5.18  -0.10
O: -0.81 -1.83 4.32  -0.18
C: -1.88 -2.77 4.51  -0.22
C: -1.93 -3.78 3.35  -0.16
N: -0.74 -4.73 3.44  -0.04
C: -0.99 -5.89 2.64  -0.24
C: -1.04 -5.67 1.14  -0.26
O: 0.19 -5.18 0.67  -0.16
C: 0.05 -5.19 -0.78  -0.09
H: -0.20 0.05 5.10  0.06
H: -1.01 -1.08 6.19  0.08
H: -1.92 -0.08 5.05  0.09
H: -2.81 -2.20 4.55  0.11
H: -1.74 -3.30 5.46  0.11
H: -2.14 -3.45 2.33  0.11
H: -2.84 -4.35 3.54  0.10
H: -0.67 -4.90 4.43  0.10
H: -1.88 -6.44 2.98  0.11
H: -0.18 -6.59 2.84  0.12
H: -1.78 -4.96 0.76  0.11
H: -1.30 -6.65 0.74  0.12
H: 0.15 -6.21 -1.15  0.09
H: 0.86 -4.57 -1.16  0.07
H: -0.82 -4.69 -1.21  0.08
C: -1.81 3.20 -2.04  -0.07
O: -0.95 2.89 -3.15  -0.25
C: 0.02 1.80 -2.97  -0.15
C: 1.40 2.42 -3.25  -0.21
N: 1.42 3.31 -4.41  -0.05
C: 1.76 2.58 -5.66  -0.19
C: 1.39 3.48 -6.91  -0.23
O: 0.03 3.51 -7.35  -0.19
C: -0.85 4.29 -6.43  -0.06
H: -1.24 3.54 -1.18  0.08
H: -2.30 2.28 -1.72  0.07
H: -2.58 3.85 -2.45  0.09
H: -0.31 1.04 -3.67  0.12
H: -0.08 1.49 -1.93  0.10
H: 2.11 1.60 -3.34  0.11
H: 1.73 3.01 -2.40  0.11
H: 0.47 3.62 -4.52  0.05
H: 1.21 1.65 -5.83  0.11
H: 2.80 2.26 -5.68  0.11
H: 1.99 3.05 -7.71  0.11
H: 1.74 4.48 -6.63  0.11
H: -0.34 5.14 -5.98  0.09
H: -1.19 3.63 -5.63  0.07
H: -1.74 4.62 -6.97  0.08
C: -2.52 -1.69 -2.58  -0.10
O: -1.13 -1.99 -2.33  -0.20
C: -0.56 -1.48 -1.10  -0.19
C: 0.98 -1.56 -1.18  -0.21
N: 1.56 -0.87 -0.05  -0.02
C: 3.01 -0.81 -0.17  -0.18
C: 3.74 -2.19 -0.35  -0.19
O: 3.28 -3.13 0.67  -0.17
C: 3.87 -4.36 0.38  -0.15
H: -2.63 -0.62 -2.71  0.08
H: -3.24 -2.08 -1.86  0.07
H: -3.01 -2.19 -3.41  0.07
H: -0.92 -1.92 -0.17  0.12
H: -0.82 -0.42 -1.04  0.09
H: 1.28 -1.15 -2.14  0.11
H: 1.24 -2.62 -1.21  0.09
H: 1.12 0.04 0.02  0.07
H: 3.50 -0.28 0.65  0.10
H: 3.26 -0.27 -1.09  0.10
H: 4.82 -2.00 -0.35  0.11
H: 3.53 -2.52 -1.37  0.10
H: 4.95 -4.24 0.41  0.08
H: 3.64 -4.61 -0.65  0.08
H: 3.50 -5.10 1.09  0.09
C: 3.27 1.33 3.21  -0.79
O: 4.43 1.43 3.59  0.00
N: 2.23 0.74 3.80  0.18
N: 2.93 1.76 2.07  0.17
H: 1.33 0.93 3.37  0.05
H: 2.42 0.34 4.70  0.11
H: 1.96 1.72 1.79  0.06
H: 3.59 2.35 1.57  0.13
C: 0.43 5.38 3.38  -0.81
O: 0.73 6.49 3.80  0.00
N: 0.12 5.10 2.16  0.18
N: 0.44 4.32 4.11  0.19
H: 0.32 5.81 1.46  0.12
H: -0.26 4.19 1.94  0.08
H: 0.60 4.30 5.10  0.13
H: 0.21 3.49 3.58  0.08
C: -4.67 1.72 0.61  -0.79
O: -5.86 1.79 0.40  0.01
N: -3.89 2.74 0.81  0.17
N: -3.96 0.62 0.65  0.18
H: -4.29 3.67 0.78  0.12
H: -2.95 2.57 1.13  0.05
H: -3.02 0.64 1.01  0.08
H: -4.34 -0.29 0.43  0.11

The value obtained for the HOMO energy is -6.345 eV. Its energy relative to the best compared isomer or geometry (same formula, charge and spin) is 0.8380 eV. Its total charge is -1. The molecular weight comes out at 666.5 g/mol. The calculation puts the frontier orbital gap at 0.3220 hartree.

=====

The following is a quantum chemistry calculation of the molecule C4H7NO2, from OMol25.

Last column: Löwdin charge in e.
Atoms and positions in Å:
C: -0.97 -0.97 0.09  -0.01
C: 0.00 0.12 -0.21  -0.24
N: -0.37 1.42 0.01  0.00
O: -1.32 1.63 1.01  -0.02
C: 1.23 -0.08 -0.87  -0.36
C: 2.06 -0.71 0.23  -0.02
O: 1.59 -1.43 -0.93  -0.10
H: -1.81 -0.90 -0.62  0.10
H: -0.48 -1.93 -0.07  0.09
H: -1.38 -0.89 1.10  0.09
H: -2.06 2.06 0.55  0.11
H: 1.67 0.64 -1.56  0.14
H: 0.40 2.06 0.16  0.16
H: 1.46 -1.04 1.11  0.06

The value obtained for the HOMO energy is -7.234 eV. Its energy relative to the best compared isomer or geometry (same formula, charge and spin) is 6.7583 eV. Its total charge is 0. The molecular weight comes out at 101.1 g/mol. The calculation puts the frontier orbital gap at 0.2805 hartree.

=====

The following is a quantum chemistry calculation of C10H5ClNO5Os as an isolated structure in a non-equilibrium geometry, from OMol25.

Last column: Löwdin charge in e.
Atoms and positions in Å:
O: 0.50 -4.09 2.09  0.20
C: 0.08 -3.13 1.61  0.08
Os: -1.79 0.95 -0.58  1.37
C: -1.17 2.78 -0.24  -0.17
O: -0.84 3.87 -0.03  0.26
C: -3.47 1.65 -1.20  -0.18
O: -4.49 2.07 -1.57  0.29
C: -2.28 0.48 1.18  -0.23
O: -2.60 0.19 2.26  0.25
C: -1.99 -0.82 -1.40  -0.20
O: -2.13 -1.87 -1.86  0.23
H: -0.53 -1.81 0.90  0.08
Cl: 2.74 -0.88 2.56  1.05
C: 2.18 -0.35 1.03  -0.53
C: 3.02 -0.35 -0.08  0.05
C: 2.47 0.06 -1.30  0.08
C: 1.13 0.43 -1.36  -0.01
N: 0.34 0.44 -0.27  -0.11
C: 0.85 0.08 0.92  -0.12
H: 4.05 -0.68 0.03  0.16
H: 3.06 0.09 -2.22  0.16
H: 0.65 0.73 -2.30  0.15
H: 0.21 0.13 1.81  0.12

The value obtained for the HOMO energy (spin up / spin down) is -18.241 / -22.712 eV. Its spin multiplicity is 5. Its expectation value of S² is 6.0321. Its energy relative to the best compared isomer or geometry (same formula, charge and spin) is 0.0000 eV. Its total charge is +3. The molecular weight comes out at 444.8 g/mol. The calculation puts the frontier orbital gap (spin up / spin down) at 0.2159 / 0.2381 hartree.